[1]
{"formula": "C68H67BrF3NO10P", "method": "ωB97M-V/def2-TZVPD", "gap_ha": 0.309, "charge": 1, "species": ["C", "C", "C", "C", "C", "C", "C", "C", "O", "C", "F", "F", "F", "C", "Br", "C", "C", "C", "C", "O", "C", "C", "C", "C", "C", "C", "C", "C", "C", "P", "O", "N", "C", "C", "C", "O", "H", "H", "H", "H", "H", "H", "H", "H", "H", "H", "H", "H", "H", "H", "H", "H", "H", "H", "H", "H", "H", "H", "H", "H", "H", "H", "H", "H", "H", "H", "H", "H", "H", "H", "H", "H", "H", "H", "H", "H", "H", "H", "H", "C", "C", "C", "C", "C", "C", "C", "O", "C", "C", "C", "C", "C", "C", "C", "O", "H", "H", "H", "H", "H", "H", "H", "H", "C", "C", "C", "C", "C", "C", "C", "O", "C", "C", "C", "C", "C", "C", "C", "O", "H", "H", "H", "H", "H", "H", "H", "H", "C", "C", "C", "C", "C", "C", "C", "O", "C", "C", "C", "C", "C", "C", "C", "O", "H", "H", "H", "H", "H", "H", "H", "H"], "positions_angstrom": [[-1.8510, 4.1384, -1.2086], [-3.1918, 3.7423, -1.8724], [-2.8962, 3.3141, -3.3207], [-3.8642, 2.5952, -1.0330], [-3.2433, 1.2373, -1.3917], [-3.5356, -0.0203, -0.5511], [-2.3773, -1.0408, -0.9161], [-1.8119, -0.9129, -2.3206], [-2.7615, -1.0980, -3.3481], [-0.7032, -1.9755, -2.5116], [-0.1784, -1.7833, -3.7358], [0.3007, -1.6863, -1.6441], [-1.1093, -3.2219, -2.3486], [-4.8005, -0.8045, -1.0199], [-6.2936, 0.2895, -1.6210], [-5.3092, -1.8054, 0.0709], [-6.3367, -2.7889, -0.5482], [-7.7262, -2.8554, 0.0760], [-7.7787, -3.4188, 1.5331], [-8.4188, -1.6343, -0.0766], [-9.8304, -1.7557, -0.0826], [-10.3663, -0.4378, -0.6070], [-10.5006, 0.5898, 0.2970], [-10.9379, 1.8058, -0.1627], [-11.2175, 1.9798, -1.4970], [-11.0953, 0.9359, -2.3687], [-10.6594, -0.2937, -1.9381], [-5.8021, -0.9770, 1.2775], [-4.8244, 0.1655, 1.6722], [-5.7647, 1.7614, 1.7278], [-6.6534, 1.6672, 2.9031], [-3.4915, 0.0783, 0.9557], [-2.4906, 1.0086, 1.5626], [-1.2567, 0.2728, 2.1809], [0.0718, 0.8336, 1.6578], [0.6995, -0.0466, 0.6983], [-1.9141, 4.1618, -0.1165], [-1.0542, 3.4703, -1.5461], [-1.5899, 5.1512, -1.5271], [-3.9006, 4.5723, -1.8872], [-2.0161, 2.6631, -3.3417], [-3.7418, 2.7341, -3.7094], [-2.7253, 4.1520, -3.9966], [-3.6841, 2.8876, 0.0066], [-4.9381, 2.6892, -1.1964], [-3.5523, 1.0017, -2.4074], [-2.1657, 1.4249, -1.3383], [-1.5449, -0.9764, -0.2064], [-2.7608, -2.0628, -0.8155], [-1.2738, 0.0226, -2.5119], [-2.3875, -0.7665, -4.1728], [-4.5386, -1.4326, -1.8681], [-4.4467, -2.3917, 0.4174], [-6.4630, -2.5248, -1.6032], [-5.9145, -3.7969, -0.5475], [-8.2801, -3.6058, -0.5121], [-6.8972, -4.0444, 1.6814], [-8.6902, -4.0066, 1.6193], [-7.8051, -2.5653, 2.2112], [-10.2337, -1.9570, 0.9196], [-10.1865, -2.5798, -0.7191], [-10.2468, 0.4199, 1.3369], [-11.0199, 2.6223, 0.5472], [-11.5349, 2.9547, -1.8482], [-11.3103, 1.0796, -3.4226], [-10.5415, -1.1246, -2.6229], [-5.9021, -1.6548, 2.1259], [-6.7898, -0.5297, 1.1434], [-4.5695, -0.0211, 2.7189], [-6.5454, 1.9982, 0.5857], [-4.8318, 2.7981, 1.9830], [-3.1612, -0.8414, 1.2601], [-2.1133, 1.7911, 0.9099], [-2.9373, 1.5136, 2.4175], [-1.2356, -0.7998, 1.9604], [-1.2404, 0.4204, 3.2616], [-0.0442, 1.8094, 1.1701], [0.7902, 0.9858, 2.4618], [0.5139, 0.3270, -0.1700], [6.8288, 3.8574, 0.9679], [7.8657, 3.4907, 0.1159], [7.5866, 2.9862, -1.1437], [6.2685, 2.8347, -1.5532], [5.2264, 3.1811, -0.6884], [5.5125, 3.7029, 0.5675], [3.8111, 2.9819, -1.0897], [2.8982, 3.2883, -0.3476], [3.5249, 2.3894, -2.4261], [2.2064, 2.1364, -2.7917], [1.9302, 1.5978, -4.0378], [2.9639, 1.3163, -4.9259], [4.2763, 1.5596, -4.5617], [4.5616, 2.0874, -3.3085], [5.9837, 2.3082, -2.9157], [6.8826, 2.0567, -3.6883], [7.0499, 4.2593, 1.9480], [8.8935, 3.6012, 0.4357], [8.3928, 2.7060, -1.8081], [4.7063, 3.9831, 1.2320], [1.3946, 2.3521, -2.1083], [0.9044, 1.3959, -4.3234], [2.7432, 0.9015, -5.9008], [5.0818, 1.3355, -5.2479], [2.4579, -1.9812, 3.5449], [2.6989, -0.6945, 3.0701], [3.4460, 0.1943, 3.8260], [3.9451, -0.1930, 5.0631], [3.6832, -1.4747, 5.5482], [2.9475, -2.3701, 4.7806], [4.1698, -1.8941, 6.8937], [3.9439, -3.0101, 7.3110], [4.9289, -0.9091, 7.7105], [5.3434, -1.2610, 8.9887], [6.0621, -0.3592, 9.7555], [6.3780, 0.8961, 9.2455], [5.9631, 1.2547, 7.9740], [5.2302, 0.3589, 7.2054], [4.7623, 0.7704, 5.8551], [5.0319, 1.8653, 5.4056], [1.8825, -2.6794, 2.9488], [2.3049, -0.3879, 2.1115], [3.6398, 1.1933, 3.4566], [2.7571, -3.3679, 5.1529], [5.1010, -2.2380, 9.3842], [6.3799, -0.6336, 10.7529], [6.9458, 1.5963, 9.8442], [6.2047, 2.2321, 7.5789], [9.9456, -3.2935, -4.7837], [9.0655, -3.7414, -5.7637], [7.6983, -3.6481, -5.5654], [7.2039, -3.1168, -4.3808], [8.0881, -2.6883, -3.3872], [9.4587, -2.7689, -3.5983], [7.5801, -2.1596, -2.0918], [8.3447, -1.7821, -1.2291], [6.1066, -2.1115, -1.8750], [5.6118, -1.6733, -0.6523], [4.2445, -1.6102, -0.4423], [3.3639, -1.9772, -1.4565], [3.8529, -2.4196, -2.6738], [5.2237, -2.4971, -2.8849], [5.7327, -3.0064, -4.1892], [4.9624, -3.3273, -5.0712], [11.0137, -3.3594, -4.9449], [9.4487, -4.1619, -6.6843], [7.0135, -3.9913, -6.3290], [10.1424, -2.4253, -2.8340], [6.2967, -1.3849, 0.1342], [3.8616, -1.2719, 0.5119], [2.2990, -1.9199, -1.2941], [3.1701, -2.7086, -3.4622]], "forces_ev_per_a": [[-0.6, 0.6, -0.3], [0.7, -0.7, 0.3], [-0.6, -0.3, 0.2], [0.1, 0.9, -0.4], [-0.5, 1.0, 1.4], [0.6, -1.3, -2.1], [-0.4, 0.1, 0.2], [0.8, -0.6, -0.7], [-0.4, 0.0, 0.5], [0.2, 1.6, 0.0], [-0.2, -0.7, 0.0], [-0.4, -0.5, 0.0], [0.2, 0.0, -0.1], [-0.3, -0.7, 1.1], [0.1, -0.1, -0.2], [-0.3, 1.2, -0.2], [0.0, 0.4, 0.0], [-0.6, -1.2, 0.2], [0.1, 0.8, -1.1], [0.4, -0.2, 0.0], [-0.6, 0.3, -0.2], [0.5, -1.8, 0.9], [0.0, 0.0, 0.1], [0.2, 0.7, 0.9], [-0.3, 1.0, 0.0], [0.0, -0.1, -1.4], [0.0, -0.1, -0.1], [0.2, -0.2, 0.2], [-0.3, -0.3, -0.5], [-0.7, 0.5, 1.7], [-0.2, -0.4, 0.2], [-0.5, 0.0, 0.3], [1.4, 0.0, 1.3], [0.3, 0.5, -0.4], [0.6, 0.0, -0.7], [-0.7, 0.4, 0.2], [0.1, -0.1, -0.1], [0.0, 0.0, 0.2], [0.2, -0.1, 0.0], [0.2, 0.1, 0.1], [0.0, 0.1, -0.1], [0.1, 0.2, -0.2], [0.1, 0.0, 0.2], [-0.1, -0.2, 0.0], [0.0, -0.5, -0.1], [0.3, -0.2, 0.0], [-0.1, -0.2, -0.2], [0.0, 0.2, -0.2], [0.0, 0.1, 0.0], [-0.1, 0.0, 0.4], [0.0, -0.1, 0.0], [0.1, 0.5, -0.2], [0.0, 0.1, -0.1], [-0.1, 0.0, 0.1], [-0.1, 0.0, 0.1], [0.3, 0.1, -0.2], [-0.2, 0.0, 0.3], [0.1, 0.0, 0.4], [0.0, -0.3, 0.3], [0.2, 0.1, 0.0], [0.4, 0.0, -0.1], [-0.1, 0.1, 0.0], [-0.1, 0.1, -0.2], [0.0, -0.1, 0.0], [-0.1, 0.0, 0.1], [0.0, 0.0, 0.0], [0.0, 0.2, 0.0], [0.0, -0.3, -0.3], [0.0, 0.5, 0.0], [0.8, -0.1, -0.4], [0.1, -0.2, -0.8], [0.0, 0.0, -0.2], [-0.5, -0.3, -0.5], [-0.5, 0.0, -0.3], [-0.1, 0.0, 0.2], [-0.3, -0.2, 0.0], [-0.2, 0.0, 0.3], [-0.2, -0.1, 0.1], [0.3, -0.2, -0.1], [0.0, 0.0, 0.0], [-0.1, 0.0, 0.0], [0.2, 0.0, 0.1], [-0.1, 0.0, 0.1], [0.0, 0.0, -0.1], [0.1, 0.0, 0.1], [-0.2, 0.1, 0.2], [-0.1, -0.1, 0.1], [0.1, -0.1, 0.0], [-0.1, -0.2, -0.2], [0.0, 0.0, 0.1], [-0.1, 0.0, 0.0], [-0.1, -0.1, -0.1], [-0.1, 0.0, 0.1], [0.3, -0.1, -0.1], [0.0, 0.0, 0.0], [0.0, 0.0, 0.0], [0.0, 0.0, 0.0], [-0.1, 0.0, -0.1], [-0.1, 0.0, -0.1], [0.1, 0.1, 0.1], [0.0, 0.0, 0.0], [0.0, 0.0, 0.0], [0.1, 0.0, 0.1], [0.0, 0.1, 0.0], [0.1, 0.0, 0.1], [-0.1, 0.0, -0.2], [0.0, -0.1, 0.1], [0.0, 0.1, -0.1], [-0.1, -0.1, -0.1], [0.0, -0.3, 0.2], [0.0, 0.0, 0.0], [0.0, 0.1, -0.1], [0.1, 0.0, 0.2], [0.0, 0.1, -0.1], [0.0, -0.1, 0.0], [0.1, 0.1, 0.1], [-0.1, -0.1, 0.0], [0.1, 0.3, -0.1], [0.0, 0.0, 0.0], [0.0, 0.0, 0.0], [0.1, -0.1, 0.0], [0.1, 0.0, 0.1], [0.1, 0.0, 0.1], [0.0, 0.0, -0.1], [0.0, 0.0, 0.0], [0.0, 0.0, 0.0], [-0.1, 0.0, -0.1], [-0.1, 0.0, 0.0], [0.0, 0.0, 0.1], [0.1, -0.1, -0.1], [0.1, 0.0, 0.1], [-0.1, 0.0, -0.1], [0.2, 0.0, -0.1], [0.3, 0.1, 0.2], [0.0, 0.0, 0.0], [-0.1, 0.0, -0.1], [-0.1, 0.1, 0.1], [0.0, 0.0, -0.1], [0.2, 0.1, 0.1], [-0.2, 0.0, 0.1], [0.1, 0.0, 0.1], [-0.1, -0.1, -0.3], [0.0, 0.0, 0.0], [0.0, 0.0, 0.0], [0.0, 0.0, 0.0], [-0.1, 0.1, 0.1], [-0.1, 0.0, 0.1], [0.1, 0.0, -0.1], [0.0, 0.0, 0.0], [0.2, 0.0, 0.0], [0.1, 0.0, -0.1]]}

[2]
{"formula": "C5H3N", "method": "ωB97M-V/def2-TZVPD", "gap_ha": 0.269, "e_above_lowest_ev": 2.970, "species": ["C", "C", "C", "C", "C", "N", "H", "H", "H"], "positions_angstrom": [[0.1318, -1.2379, -0.0933], [1.1846, -0.3851, -0.0347], [-1.0322, 0.8195, -0.0147], [-1.2151, -0.6113, -0.0207], [2.0693, 0.4546, 0.0280], [-0.5749, 1.8703, -0.0052], [-1.8428, -0.9639, -0.8434], [-1.6784, -0.9606, 0.9102], [2.9577, 1.0143, 0.0738]], "forces_ev_per_a": [[0.6, -0.7, 0.0], [0.0, -0.2, 0.0], [-0.5, 0.8, 0.0], [0.1, -0.1, 0.0], [-0.2, -0.7, 0.0], [-0.4, 0.6, 0.0], [0.0, 0.0, 0.1], [0.0, -0.1, -0.1], [0.4, 0.4, 0.0]]}

[3]
{"formula": "C3H4AgO5", "method": "ωB97M-V/def2-TZVPD", "spin_multiplicity": 3, "gap_ha": [0.144, 0.194], "s_squared": 2.03, "charge": -1, "species": ["C", "C", "O", "C", "O", "O", "O", "H", "H", "H", "O", "H", "Ag"], "positions_angstrom": [[1.5640, 0.7919, -1.1961], [1.4562, -0.5641, -1.1719], [0.9634, -1.3019, -0.0892], [-0.3402, -1.4001, 0.2425], [-0.5283, -1.5046, 1.5001], [-1.1782, -0.8165, -0.4766], [0.7446, 1.6473, -0.6603], [2.2021, 1.1584, -2.0271], [1.6011, -1.1635, -2.0710], [-0.9172, 0.8644, 0.4747], [-1.6284, 1.0256, 1.4382], [-2.2317, 1.7436, 1.2406], [-1.7074, -0.4806, 2.7961]], "forces_ev_per_a": [[-2.5, 4.2, -0.5], [-1.8, -3.7, 2.0], [3.6, 0.3, -2.4], [-3.6, 4.7, 3.7], [2.5, -3.7, -2.9], [0.5, -1.6, -1.8], [2.5, -2.4, -0.5], [0.0, 0.0, 0.4], [0.6, 0.2, 0.2], [-3.3, 0.7, 3.8], [3.3, 1.7, -5.3], [0.0, 0.2, -0.3], [-1.7, -0.9, 3.7]]}

[4]
{"formula": "CH8N4", "method": "ωB97M-V/def2-TZVPD", "gap_ha": 0.380, "e_above_lowest_ev": 2.628, "species": ["C", "N", "N", "N", "N", "H", "H", "H", "H", "H", "H", "H", "H"], "positions_angstrom": [[0.9356, -0.0063, 0.3589], [-0.9858, 0.0155, -1.0855], [-0.2807, -0.6658, -0.0759], [-1.9059, 0.9137, -0.4886], [1.6550, -0.7257, 1.3635], [1.5805, 0.1915, -0.5861], [-0.0987, -1.6095, -0.4083], [-1.5533, 1.8630, -0.3886], [-2.7583, 0.9121, -1.0357], [1.1257, -0.7450, 2.2272], [1.8977, -1.6582, 1.0490], [0.6604, 0.9776, 0.7473], [-0.2722, 0.5371, -1.6771]], "forces_ev_per_a": [[0.6, 0.5, -1.5], [1.1, 0.8, -0.6], [-0.4, -0.6, 0.1], [-0.1, 0.2, -0.1], [0.3, 0.2, -0.2], [-0.4, -0.3, 1.4], [0.1, 0.2, 0.1], [0.0, -0.2, -0.1], [0.2, 0.1, 0.0], [0.1, -0.3, -0.1], [-0.1, 0.0, 0.3], [0.0, -0.1, 0.0], [-1.2, -0.6, 0.7]]}

[5]
{"formula": "C40H34N3O4P2PdS2", "method": "ωB97M-V/def2-TZVPD", "spin_multiplicity": 3, "gap_ha": [0.310, 0.246], "s_squared": 2.01, "charge": 1, "species": ["Pd", "C", "C", "N", "C", "C", "S", "C", "C", "S", "C", "N", "C", "H", "H", "H", "H", "H", "H", "H", "H", "O", "C", "O", "C", "C", "C", "C", "C", "C", "N", "O", "O", "H", "H", "H", "H", "C", "P", "C", "C", "C", "C", "C", "C", "C", "C", "C", "C", "C", "C", "P", "C", "C", "C", "C", "C", "C", "C", "C", "C", "C", "C", "C", "H", "H", "H", "H", "H", "H", "H", "H", "H", "H", "H", "H", "H", "H", "H", "H", "H", "H", "H", "H", "H", "H"], "positions_angstrom": [[0.2797, -0.1678, 0.6088], [-2.0659, 0.0314, 3.4345], [-0.6246, 0.3090, 3.6823], [0.3186, 0.1672, 2.7937], [1.5842, 0.4106, 3.2969], [1.5876, 0.7846, 4.5987], [-0.0114, 0.7926, 5.2118], [2.7140, 0.1718, 2.3972], [4.0430, 0.2330, 2.6568], [4.9256, -0.2551, 1.2779], [3.4738, -0.5113, 0.4094], [2.4153, -0.2406, 1.1182], [3.4136, -1.0014, -0.9961], [-2.2307, -0.1253, 2.3699], [-2.6889, 0.8519, 3.7860], [-2.3613, -0.8764, 3.9629], [2.4322, 1.0230, 5.2230], [4.5385, 0.5182, 3.5693], [4.4081, -1.1232, -1.4197], [2.8529, -0.2937, -1.6093], [2.8872, -1.9560, -1.0239], [-1.6297, -1.3153, 0.3626], [-1.0029, -2.2571, -0.2080], [0.2215, -2.1377, -0.5072], [-1.7143, -3.5271, -0.5238], [-3.0635, -3.6739, -0.2170], [-3.7206, -4.8597, -0.5083], [-3.0339, -5.9053, -1.1056], [-1.6931, -5.7352, -1.4021], [-1.0171, -4.5653, -1.1240], [-0.9553, -6.8442, -2.0384], [-1.5685, -7.8644, -2.2702], [0.2113, -6.6538, -2.3155], [-3.5856, -2.8490, 0.2480], [-4.7690, -4.9725, -0.2700], [-3.5160, -6.8420, -1.3434], [0.0292, -4.4624, -1.3683], [1.1022, 3.3549, 0.7555], [-0.1061, 2.1068, 0.2074], [-0.4037, 2.4096, -1.5479], [-1.0882, 3.5497, -1.9670], [-1.2942, 3.7736, -3.3169], [-0.8110, 2.8671, -4.2529], [-0.1315, 1.7312, -3.8409], [0.0655, 1.4968, -2.4875], [-1.6559, 2.5730, 1.0228], [-2.8390, 2.0282, 0.5186], [-4.0488, 2.2929, 1.1379], [-4.0929, 3.1040, 2.2649], [-2.9211, 3.6437, 2.7743], [-1.7046, 3.3730, 2.1621], [2.8818, 3.0188, 0.3211], [3.6353, 4.5546, 0.9878], [3.2246, 5.1411, 2.1830], [3.8922, 6.2452, 2.6963], [4.9854, 6.7722, 2.0276], [5.4110, 6.1879, 0.8427], [4.7433, 5.0879, 0.3283], [2.9189, 3.3702, -1.4744], [3.6570, 2.5081, -2.2800], [3.7588, 2.7244, -3.6486], [3.1150, 3.8088, -4.2214], [2.3839, 4.6829, -3.4243], [2.2930, 4.4697, -2.0595], [1.0708, 3.3550, 1.8477], [0.7663, 4.3380, 0.4138], [-1.4739, 4.2525, -1.2372], [-1.8319, 4.6546, -3.6413], [-0.9720, 3.0464, -5.3077], [0.2364, 1.0220, -4.5702], [0.5772, 0.5954, -2.1641], [-2.8116, 1.3953, -0.3606], [-4.9602, 1.8703, 0.7369], [-5.0400, 3.3181, 2.7418], [-2.9514, 4.2832, 3.6468], [-0.8065, 3.8145, 2.5748], [2.3787, 4.7487, 2.7338], [3.5529, 6.6933, 3.6211], [5.5027, 7.6343, 2.4263], [6.2639, 6.5926, 0.3142], [5.0799, 4.6485, -0.6032], [4.1736, 1.6710, -1.8262], [4.3431, 2.0512, -4.2621], [3.1875, 3.9819, -5.2870], [1.8919, 5.5380, -3.8694], [1.7426, 5.1755, -1.4477]], "forces_ev_per_a": [[0.2, -0.5, 0.3], [0.0, 0.0, 0.0], [0.0, 0.0, 0.1], [0.1, 0.1, -0.2], [0.0, 0.1, 0.0], [0.0, 0.0, 0.0], [0.0, 0.0, -0.1], [0.0, 0.0, 0.0], [0.1, 0.0, 0.0], [-0.1, 0.0, -0.1], [0.1, 0.0, 0.0], [-0.1, 0.1, 0.1], [0.0, 0.0, 0.0], [0.0, 0.0, 0.0], [0.0, 0.0, 0.0], [0.0, 0.0, 0.0], [0.0, 0.0, 0.0], [0.0, 0.0, 0.0], [0.0, 0.0, 0.0], [0.0, 0.0, 0.0], [0.0, 0.0, 0.0], [-0.1, 0.1, 0.0], [0.0, 0.0, -0.2], [-0.1, 0.1, 0.1], [-0.1, 0.0, 0.0], [0.0, 0.0, 0.0], [0.0, 0.0, 0.0], [0.0, -0.1, 0.0], [0.0, 0.0, 0.1], [0.1, 0.0, 0.0], [0.0, 0.0, -0.2], [0.0, 0.0, 0.1], [0.0, 0.0, 0.1], [0.0, 0.0, 0.0], [0.0, 0.0, 0.0], [0.0, 0.0, 0.0], [0.0, 0.0, 0.0], [0.1, -0.1, 0.0], [-0.1, 0.1, -0.1], [0.0, 0.0, 0.0], [0.0, 0.0, 0.0], [0.0, 0.0, 0.0], [0.0, 0.0, 0.0], [0.0, 0.0, 0.0], [0.0, 0.0, 0.0], [0.0, 0.0, 0.1], [0.0, 0.0, 0.0], [0.0, 0.0, 0.0], [0.0, 0.0, 0.0], [0.0, 0.0, 0.0], [0.0, 0.1, 0.0], [0.0, 0.1, 0.0], [0.0, 0.0, -0.1], [0.0, 0.0, 0.0], [0.0, 0.0, 0.0], [0.0, 0.0, 0.0], [0.0, 0.0, 0.0], [0.0, 0.0, 0.0], [0.0, 0.0, 0.1], [0.0, 0.0, 0.0], [0.0, 0.0, 0.0], [0.0, 0.0, 0.0], [0.0, 0.0, 0.0], [0.0, 0.0, 0.0], [0.0, -0.1, 0.0], [0.0, 0.0, 0.0], [0.0, 0.0, 0.0], [0.0, 0.0, 0.0], [0.0, 0.0, 0.0], [0.0, 0.0, 0.0], [0.0, 0.0, 0.0], [0.0, 0.0, 0.0], [0.0, 0.0, 0.0], [0.0, 0.0, 0.0], [0.0, 0.0, 0.0], [0.0, 0.0, 0.0], [0.0, 0.0, 0.0], [0.0, 0.0, 0.0], [0.0, 0.0, 0.0], [0.0, 0.0, 0.0], [0.0, 0.0, 0.0], [0.0, 0.0, 0.0], [0.0, 0.0, 0.0], [0.0, 0.0, 0.0], [0.0, 0.0, 0.0], [0.0, 0.0, 0.0]]}